C22H47AsF9N6O8 | the ωB97M-V functional and the def2-TZVPD basis

Geometry as XYZ:
```
93
Properties=species:S:1:pos:R:3:lowdin_charge:R:1
As 10.54491 -11.50991 15.68921 0.779
F 9.57589 -12.97085 15.65992 -0.253
F 11.95242 -12.46607 16.13009 -0.262
F 11.58706 -10.11009 15.81531 -0.258
F 9.24454 -10.43764 15.24885 -0.248
F 10.10265 -11.34909 17.38079 -0.257
F 11.01754 -11.64879 14.00408 -0.258
C 7.84145 -15.08088 18.00843 0.003
C 9.16467 -15.22829 18.72063 -0.549
O 9.42293 -16.22798 19.38096 0.013
N 10.07444 -14.24455 18.50793 0.009
C 11.44978 -14.19995 18.95315 -0.067
H 6.98226 -14.90283 18.65179 0.083
H 7.65289 -15.92454 17.35136 0.082
H 7.91568 -14.17372 17.39736 0.050
H 9.78974 -13.57243 17.81046 0.068
H 11.97376 -15.11374 18.68444 0.083
H 11.51973 -14.00891 20.02697 0.082
H 11.87872 -13.29682 18.52515 0.066
C 10.25938 -8.05978 12.56175 0.008
C 11.73081 -8.22516 12.21563 -0.556
O 12.32528 -7.30394 11.64719 0.004
N 12.38713 -9.29506 12.66630 0.009
C 13.82568 -9.41656 12.51917 -0.066
H 9.59388 -8.63118 11.91804 0.081
H 10.04282 -7.00272 12.64110 0.078
H 10.16675 -8.53839 13.54544 0.054
H 11.89360 -9.91036 13.29672 0.083
H 14.16175 -10.38610 12.87786 0.077
H 14.28418 -8.61930 13.10757 0.084
H 14.03684 -9.33343 11.45375 0.084
C 17.64937 -15.50908 14.50855 -0.009
C 16.35521 -14.82647 14.94820 -0.549
O 16.49190 -13.70114 15.43393 0.014
N 15.17473 -15.37962 14.67553 0.010
C 13.91182 -14.72079 15.04181 -0.048
H 17.66528 -15.55413 13.41571 0.079
H 17.80539 -16.53262 14.85985 0.073
H 18.49899 -14.92458 14.84015 0.074
H 15.13419 -16.22758 14.14072 0.132
H 13.12529 -15.45097 14.86040 0.085
H 13.73529 -13.89494 14.35835 0.085
H 13.94587 -14.47445 16.09625 0.082
C 8.22448 -15.75282 9.48285 -0.019
C 8.87224 -14.47365 9.96092 -0.585
O 9.69355 -13.92750 9.22822 0.026
N 8.49540 -14.03952 11.16814 -0.003
C 9.09387 -12.86551 11.84742 -0.037
H 8.52894 -16.03132 8.48299 0.076
H 7.14532 -15.56596 9.50997 0.080
H 8.43230 -16.57455 10.17273 0.077
H 7.98232 -14.75254 11.66073 0.126
H 10.17336 -12.91225 11.88655 0.079
H 8.67926 -12.94898 12.85078 0.073
H 8.62535 -12.01555 11.36317 0.087
C 6.54999 -10.82662 17.26807 0.007
C 6.64609 -10.52217 18.74381 -0.557
O 5.68761 -10.60113 19.51442 0.014
N 7.89149 -10.35890 19.20612 0.003
C 8.25106 -10.09406 20.59524 -0.061
H 5.51229 -11.02071 17.00164 0.083
H 7.02777 -11.78689 17.06912 0.071
H 6.98644 -10.00963 16.70354 0.041
H 8.64178 -10.16308 18.56127 0.101
H 9.10176 -9.41893 20.54350 0.083
H 8.36926 -11.03662 21.12741 0.084
H 7.45680 -9.54650 21.10595 0.077
C 18.11129 -10.90290 18.37129 -0.005
C 16.96649 -10.14686 17.71524 -0.563
O 16.84923 -8.94425 17.94635 0.007
N 16.20305 -10.77932 16.82416 0.021
C 15.01750 -10.21560 16.20528 -0.053
H 17.86056 -11.40311 19.30226 0.075
H 18.88585 -10.16467 18.56077 0.074
H 18.50765 -11.59358 17.62172 0.073
H 16.33591 -11.75920 16.60971 0.097
H 14.79979 -9.31080 16.77984 0.084
H 14.21436 -10.94504 16.26527 0.071
H 15.07311 -9.77933 15.20459 0.066
C 7.87123 -7.40748 15.92173 -0.050
C 7.26853 -6.00281 16.03271 -0.201
O 6.83895 -5.59783 14.74737 0.052
C 6.32644 -4.39512 14.60848 -0.401
O 6.21055 -3.56528 15.46145 0.170
C 5.99238 -4.04217 13.14081 -0.538
F 6.43656 -2.80229 12.87293 0.156
F 6.59761 -4.85757 12.27346 0.168
F 4.66833 -4.05345 12.96218 0.167
H 7.07528 -8.15120 15.97329 0.057
H 8.56887 -7.63885 16.72491 0.085
H 8.38813 -7.55501 14.97442 0.068
H 8.11245 -5.41247 16.39956 0.129
H 6.52690 -6.00021 16.82879 0.132
```

**Total charge**: -1
**Total energy**: -4931.85918 Ha
**Kohn-Sham gap**: 9.16 eV
**F_max**: 2.7 eV Å⁻¹